Entry from OMol25: the molecule C19H18N2O5S (the ωB97M-V functional and the def2-TZVPD basis).

The frontier orbital gap comes out at 9.260 eV. The calculation puts the energy above the lowest of the compared OMol25 structures with the same formula, charge and spin at 51.6 kcal/mol. As for the SMILES: COC(=O)c1ccc(OC)c(CSc2nnc(COc3ccccc3)o2)c1. As for the highest occupied orbital energy: -8.71 eV. The value obtained for the LUMO energy is 0.553 eV.

```
45
Properties=species:S:1:pos:R:3:forces:R:3:lowdin_charge:R:1
C 2.8810 6.3268 3.5290 0.19 0.25 0.29 -0.05
O 2.3997 5.0901 3.0261 -0.18 -0.26 -0.24 -0.05
C 2.5636 4.0297 3.8337 0.14 0.06 0.23 -0.46
O 3.0899 4.1032 4.9175 -0.04 0.04 -0.09 0.11
C 2.0349 2.7793 3.2456 -0.05 -0.23 0.04 -0.12
C 2.1433 1.6012 3.9771 0.02 0.41 -0.12 0.01
C 1.6610 0.4116 3.4704 -0.14 -0.31 -0.14 0.01
C 1.0624 0.3772 2.2141 0.12 0.24 0.04 -0.22
O 0.5601 -0.7430 1.6355 0.19 0.50 -0.08 -0.10
C 0.5271 -1.9386 2.3834 -0.02 -0.30 0.16 -0.05
C 0.9531 1.5635 1.4629 0.05 -0.16 0.06 -0.21
C 0.2916 1.5419 0.1255 -0.48 -0.23 0.15 -0.34
S -1.5253 1.2279 0.3029 0.17 0.40 -0.17 1.04
C -1.5844 -0.4553 -0.0554 -0.22 -0.33 0.01 -0.70
N -2.4499 -1.3132 0.3873 -0.04 1.47 0.64 0.05
N -2.1519 -2.4918 -0.1930 0.51 -1.27 -0.89 0.09
C -1.1261 -2.3021 -0.9540 -0.36 -0.30 0.25 -0.34
C -0.4094 -3.3150 -1.7810 0.13 0.02 0.19 -0.11
O -0.2473 -2.9171 -3.1180 0.00 0.07 -0.28 -0.03
C -1.3595 -2.7986 -3.9158 -0.04 0.05 -0.20 -0.26
C -2.6610 -3.0712 -3.5169 0.20 -0.10 0.26 -0.02
C -3.6980 -2.9141 -4.4237 -0.03 0.03 -0.14 -0.08
C -3.4527 -2.4917 -5.7165 -0.18 -0.01 -0.01 -0.10
C -2.1515 -2.2221 -6.1113 0.06 0.00 0.04 -0.09
C -1.1099 -2.3730 -5.2194 0.09 -0.03 0.18 -0.01
O -0.7100 -1.0157 -0.9242 -0.09 -0.04 -0.10 0.08
C 1.4312 2.7474 1.9914 0.07 -0.21 0.12 0.04
H 3.9547 6.2674 3.7192 -0.09 0.04 -0.02 0.10
H 2.3744 6.5798 4.4627 0.05 0.01 -0.09 0.10
H 2.6681 7.0698 2.7648 0.00 -0.05 0.03 0.09
H 2.6090 1.6356 4.9499 0.04 0.00 0.08 0.12
H 1.7539 -0.4868 4.0587 0.00 -0.09 0.03 0.11
H 1.5365 -2.3027 2.5961 -0.04 0.04 0.02 0.10
H -0.0253 -1.8056 3.3170 0.03 0.00 -0.03 0.11
H 0.0032 -2.6664 1.7646 0.03 0.05 0.06 0.09
H 0.6827 0.7560 -0.5161 0.03 0.13 -0.07 0.09
H 0.3745 2.5077 -0.3683 0.04 -0.07 -0.04 0.08
H -0.9439 -4.2688 -1.6923 0.05 0.15 0.05 0.14
H 0.6114 -3.4345 -1.4011 -0.18 -0.07 -0.05 0.14
H -2.8858 -3.3962 -2.5132 -0.01 -0.02 0.07 0.10
H -4.7076 -3.1245 -4.1041 -0.08 -0.02 0.03 0.11
H -4.2683 -2.3705 -6.4127 -0.07 0.01 -0.06 0.10
H -1.9474 -1.8904 -7.1184 0.03 0.02 -0.08 0.10
H -0.0904 -2.1682 -5.5060 0.12 0.03 -0.04 0.12
H 1.3380 3.6611 1.4257 -0.01 0.08 -0.09 0.13
```
Positions in Å, forces in eV/Å.

***

Entry from OMol25: a cluster of 2 separate species, C19H18N4O in total (the ωB97M-V functional and the def2-TZVPD basis).

The frontier orbital gap comes out at 6.229 eV. The calculation puts the energy above the lowest of the compared OMol25 structures with the same formula, charge and spin at 417.2 kcal/mol. As for the highest occupied orbital energy: -7.12 eV. The value obtained for the LUMO energy is -0.891 eV.

```
42
Properties=species:S:1:pos:R:3:forces:R:3:lowdin_charge:R:1
C 5.3915 1.4819 1.3640 -5.51 5.05 -2.81 -0.01
C 4.6105 0.5241 0.5283 -0.79 2.64 5.99 -0.46
N 3.4731 0.2950 1.0799 -8.40 -4.59 0.60 0.14
C 2.5410 -0.6649 0.4561 0.59 2.37 0.51 -0.06
C 2.8128 -1.3754 -0.9099 -0.52 5.69 10.40 -0.01
C 3.9296 -0.9434 -1.3087 5.43 0.66 -5.23 -0.13
C 4.7433 -0.1008 -0.5469 7.52 -0.62 -11.29 -0.10
H 5.7519 0.3395 -1.2779 -2.66 -1.65 2.23 0.19
H 4.2014 -1.2457 -2.4162 0.18 0.77 2.39 0.16
H 2.1340 -1.9345 -1.2194 -5.57 -4.96 -3.19 0.02
C 1.1824 -0.7069 1.1919 -1.48 -4.84 -5.99 0.03
N 0.1956 -1.4520 0.5039 6.00 2.69 2.35 0.04
N -0.8192 -1.9472 1.1558 6.62 5.57 10.75 0.05
C -1.9278 -2.2367 0.7314 -6.04 -4.06 -5.87 -0.68
O -2.9297 -2.6056 1.2363 -3.03 0.01 4.19 0.12
C -1.9119 -2.6402 -0.6726 0.37 0.82 -5.43 -0.13
N -1.3795 -1.6470 -1.5678 -2.78 6.85 0.85 0.01
C -1.4707 -0.2214 -1.0838 8.39 -1.12 -5.66 -0.14
C -0.2172 0.7283 -1.4479 -5.94 -4.51 2.76 0.04
C -0.2750 1.9766 -0.7858 7.42 -3.06 -5.94 -0.18
C -1.3253 2.4553 -0.2742 -6.66 2.29 4.94 -0.10
C -2.5826 1.8153 0.1585 7.82 -5.41 -6.45 -0.06
C -3.5710 2.3901 0.7443 -5.77 -0.64 2.90 -0.08
C -4.8044 1.6419 0.9817 9.95 -4.51 -9.47 0.04
C -4.8774 0.4988 -0.0244 -3.02 -1.12 6.93 0.00
C -3.7358 -0.2258 -0.4427 -7.58 1.37 1.24 -0.13
C -2.5632 0.2201 -0.5302 2.06 9.86 4.69 -0.14
H -3.9193 -1.0415 -0.9418 -1.42 -4.83 -2.31 0.07
H -5.9002 -0.2257 0.3866 2.97 2.05 -2.21 0.17
H -5.5434 1.9884 1.4064 -7.42 3.30 4.34 -0.01
H -3.4491 3.3779 1.0564 0.07 1.57 0.70 0.10
H -1.2443 3.4293 0.1056 0.08 1.60 0.47 0.09
H 0.6864 2.5401 -1.0565 -1.65 -0.04 1.04 0.14
H 0.5055 0.0773 -1.9305 0.62 1.09 0.11 0.08
H -0.5652 -1.7389 -2.0717 2.04 -0.83 -0.71 0.06
H -1.0762 -3.2184 -0.8763 0.98 -3.13 0.71 0.11
H -2.7901 -2.9772 -1.2996 0.24 -0.31 2.37 0.16
H -0.9316 -1.4496 2.5112 0.16 -1.88 -4.29 0.32
H 1.1355 -0.4573 2.2011 -0.43 0.52 1.74 0.07
H 5.4248 2.4947 0.7727 0.84 -1.88 1.34 0.14
H 4.9361 1.7009 2.3646 -0.92 -0.08 -1.31 0.10
H 6.1545 1.0804 1.7482 7.24 -2.68 1.62 -0.01
```
Positions in Å, forces in eV/Å.

***

Entry from OMol25: a cluster of 2 separate species, C19H19Cl3F4INO5P2 in total (the ωB97M-V functional and the def2-TZVPD basis).

The frontier orbital gap comes out at 6.952 eV. As for the SMILES: CC(=O)OCCCCc1c(C(F)(F)C(F)F)ccc2c1C(=O)C([PH2]=N)=C(P(O)I)C2=O.ClC(Cl)Cl. As for the highest occupied orbital energy: -8.55 eV. The value obtained for the LUMO energy is -1.597 eV.

```
54
Properties=species:S:1:pos:R:3:forces:R:3:lowdin_charge:R:1
C 3.8994 1.3407 1.0714 -0.19 -0.20 0.10 0.02
C 3.2162 0.6515 -0.0718 -0.27 0.19 0.00 -0.61
O 2.7719 1.2266 -1.0383 0.20 -0.17 0.00 0.03
O 3.0964 -0.6711 0.1175 0.27 0.06 -0.03 -0.02
C 2.4954 -1.4103 -0.9569 -0.22 -0.31 -0.13 -0.18
C 0.9862 -1.4609 -0.8066 -0.04 -0.28 -0.05 -0.14
C 0.5516 -2.2809 0.4269 0.23 0.60 0.21 -0.14
C 0.0496 -1.3918 1.5846 0.32 -0.02 -0.04 -0.11
C -1.4202 -1.0610 1.5279 0.13 0.10 0.08 -0.05
C -2.4117 -2.0117 1.8024 0.11 -0.11 0.04 -0.06
C -2.1403 -3.4675 2.1308 -0.43 -0.06 0.06 -0.40
F -0.9227 -3.6911 2.6857 0.01 -0.06 -0.10 0.10
F -3.0523 -3.8764 3.0597 0.20 -0.01 0.04 0.10
C -2.2853 -4.4334 0.9074 -0.18 -0.09 0.01 -0.28
F -2.3354 -3.7253 -0.2492 0.07 -0.01 -0.01 0.08
F -3.4446 -5.1213 0.9982 0.05 0.05 -0.02 0.09
C -3.7584 -1.6840 1.7556 -0.18 -0.10 -0.06 0.02
C -4.1756 -0.4124 1.4218 -0.07 -0.15 0.10 0.03
C -3.2190 0.5309 1.1171 -0.12 0.13 0.03 -0.08
C -1.8617 0.2228 1.1826 0.07 0.07 -0.11 -0.02
C -0.9521 1.3692 0.8686 -0.01 0.11 0.00 -0.32
O 0.1014 1.5822 1.4270 -0.05 -0.05 -0.06 0.09
C -1.4379 2.3377 -0.1918 -0.36 -0.14 -0.10 -0.23
P -0.1048 3.0333 -1.2505 0.38 0.75 0.19 0.70
N -0.1053 4.5779 -1.4653 -0.09 -0.12 -0.21 -0.29
C -2.7530 2.6146 -0.2519 0.29 -0.19 -0.01 -0.33
P -3.7525 3.7857 -1.2897 -0.17 -0.06 0.08 0.55
O -3.0081 5.1283 -0.7785 0.00 0.15 -0.16 -0.38
I -2.8443 3.3565 -3.5658 0.02 -0.01 0.03 0.38
C -3.6463 1.9014 0.7184 -0.03 0.06 0.19 -0.37
O -4.6611 2.4101 1.1415 0.13 -0.11 -0.24 0.10
H 4.5064 2.1536 0.6848 0.03 0.02 0.03 0.09
H 4.4815 0.6461 1.6713 0.10 0.02 -0.07 0.09
H 3.1163 1.7537 1.7117 0.01 0.09 -0.04 0.09
H 2.8017 -1.0176 -1.9253 -0.01 0.26 0.12 0.09
H 2.9004 -2.4197 -0.8714 0.07 0.05 0.08 0.13
H 0.6019 -0.4398 -0.7571 -0.06 0.00 -0.10 0.11
H 0.5945 -1.9199 -1.7168 -0.06 0.09 -0.04 0.12
H 1.4373 -2.7873 0.8128 -0.11 -0.32 -0.09 0.12
H -0.1962 -3.0116 0.1356 0.10 -0.12 0.06 0.09
H 0.6368 -0.4795 1.5681 -0.10 0.00 0.05 0.09
H 0.2796 -1.8604 2.5390 -0.10 -0.01 -0.04 0.12
H -1.4581 -5.1425 0.8588 0.07 0.05 0.04 0.17
H -4.5014 -2.4396 1.9718 0.04 -0.02 0.03 0.13
H -5.2298 -0.1793 1.3917 0.01 0.17 -0.03 0.13
H -0.2891 2.2520 -2.3998 -0.04 -0.17 0.04 -0.04
H 1.0356 2.4975 -0.6514 -0.14 -0.22 -0.03 0.00
H 0.7401 5.0189 -1.1285 -0.03 0.06 0.06 -0.03
H -3.2307 5.8842 -1.3373 0.05 0.11 0.12 0.06
Cl 4.7291 -0.4662 -4.3677 -0.01 0.00 0.01 0.54
C 5.7375 0.5265 -3.3141 -0.06 0.03 -0.02 -1.53
Cl 5.7658 -0.1312 -1.6779 0.19 -0.09 -0.01 0.61
Cl 7.3683 0.6778 -3.9628 -0.01 0.01 0.01 0.54
H 5.2971 1.5136 -3.2640 -0.02 0.00 0.00 0.02
```
Positions in Å, forces in eV/Å.

***

Listing total energy for the structures above in their given order: -44046.9923; -27984.9770; -106854.0489 eV.
Listing maximum force for the structures above in their given order: 0.0318; 0.2811; 0.0167 hartree/bohr.